# C3H10NOS

A cluster of 2 separate species, C3H10NOS in total (ωB97M-V with the def2-TZVPD basis set, the Open Molecules 2025 dataset).

Each atom is followed by the atoms it is bonded to, with distances in Å.
Atoms and positions in Å:
1 C -0.549 -2.500 0.387  C2 1.552, H6 1.098, H7 1.107, H8 1.084
2 C 0.670 -1.552 0.545  C1 1.552, C3 1.499, N5 1.529, H9 1.113
3 C 1.007 -0.641 -0.596  C2 1.499, S4 1.852, H10 1.084, H11 1.131
4 S 1.949 0.873 -0.092  C3 1.852
5 N 0.326 -0.916 1.893  C2 1.529, H12 1.026, H13 1.023
6 H -0.491 -3.000 -0.590  C1 1.098
7 H -1.422 -1.831 0.262  C1 1.107
8 H -0.602 -3.155 1.249  C1 1.084
9 H 1.517 -2.209 0.847  C2 1.113
10 H 1.419 -1.173 -1.446  C3 1.084
11 H -0.043 -0.433 -0.962  C3 1.131
12 H 1.079 -0.233 2.032  N5 1.026
13 H -0.456 -0.298 1.661  N5 1.023
14 H -3.905 3.104 -0.782  O16 0.953
15 H -3.571 2.922 -2.149  O16 0.965
16 O -4.310 3.262 -1.630  H14 0.953, H15 0.965

Net charge: -1
Spin multiplicity: 1
HOMO-LUMO gap, eV: 5.822
Strongest force on any atom, eV Å⁻¹: 3.7
HOMO, eV: -2.64
Energy relative to the best compared isomer or geometry (same formula, charge and spin), kJ/mol: 86.8